Entry from OMol25: a molecular structure, C23H17ClN3O2V (ωB97M-V/def2-TZVPD).

2S+1: 2
HOMO level (spin up / spin down), eV: -2.07 / -2.08
Energy above the lowest of the compared OMol25 structures with the same formula, charge and spin, kJ/mol: 74.6
Expectation value of S²: 0.995
Frontier orbital gap (spin up / spin down), eV: 4.700 / 4.711
Maximum force, hartree/bohr: 0.05307
Energy, eV: -70904.4175
Total charge: -1

Geometry as XYZ:
```
47
Properties=species:S:1:pos:R:3:forces:R:3
V 0.636899 -0.958560 0.254715 -1.94 0.47 -0.45
C 1.685601 0.573101 -3.485706 0.42 0.37 1.43
C 0.949061 -0.250541 -4.351932 -0.95 -1.17 -0.18
C 0.182223 -1.256980 -3.808986 0.51 0.73 -0.83
C 0.152451 -1.453838 -2.418885 -1.56 -1.70 0.36
N 0.892788 -0.641708 -1.584459 0.44 -0.61 0.04
C 1.622946 0.337612 -2.130736 0.74 1.23 -1.30
C -0.609081 -2.428876 -1.722000 1.00 1.41 -1.60
C -1.504323 -3.351724 -2.287819 -0.79 -0.93 0.27
C -2.219802 -4.202505 -1.484104 0.36 0.50 -1.11
C -2.037968 -4.119114 -0.086571 0.51 0.38 1.01
C -1.147254 -3.202699 0.413706 -1.08 -1.20 0.57
N -0.435380 -2.373994 -0.352722 0.18 -1.05 -0.67
H 2.289560 1.378018 -3.868853 0.14 0.13 0.05
H 0.984809 -0.092291 -5.418768 -0.05 -0.03 -0.12
H -0.405032 -1.903865 -4.442483 -0.04 -0.05 -0.09
H 2.179161 0.960304 -1.432952 -0.01 -0.04 -0.10
H -1.632250 -3.372038 -3.358005 -0.01 -0.02 -0.15
H -2.916887 -4.914941 -1.902236 -0.03 0.00 -0.08
H -2.597042 -4.758330 0.575843 0.00 -0.04 0.19
H -0.989163 -3.098818 1.486641 -0.09 -0.05 -0.11
Cl 2.123744 4.622857 4.175769 0.00 0.18 0.09
C 2.462731 3.075887 3.466364 0.00 -0.27 -0.19
C 3.396221 2.238043 4.062344 -0.14 0.25 -0.02
C 3.642011 1.001434 3.500999 -0.18 -0.31 -0.30
C 2.936768 0.576348 2.373040 -0.03 0.49 0.00
C 2.031185 1.454910 1.772637 0.40 -0.52 -0.08
C 1.794739 2.701051 2.309634 0.02 0.36 0.18
C 3.139666 -0.809733 1.824513 1.96 -0.39 1.12
O 4.108570 -1.487636 2.178395 -0.96 0.69 -0.22
O 2.242702 -1.206207 1.005039 1.90 -0.66 0.66
H 3.911491 2.557010 4.955984 0.04 0.03 0.04
H 4.375456 0.338953 3.933547 0.03 -0.13 0.04
H 1.503420 1.154728 0.869186 0.09 0.34 0.30
H 1.097813 3.373835 1.832292 -0.07 0.06 0.05
N -0.628520 0.057442 0.568698 1.20 0.43 1.91
C -1.692546 0.821814 0.452556 -2.31 1.28 -0.68
C -2.067141 1.800421 1.408850 0.51 -0.60 -0.20
C -3.175100 2.591622 1.212093 -0.27 0.26 -0.13
C -3.951654 2.463286 0.067657 -0.09 -0.05 0.03
C -3.624372 1.486689 -0.867283 -0.31 0.29 -0.15
C -2.530246 0.679560 -0.688251 0.61 -0.16 0.40
H -1.455589 1.909442 2.295899 0.03 -0.02 0.03
H -3.439908 3.332580 1.955510 0.00 0.06 0.05
H -4.805851 3.106562 -0.091873 -0.06 0.02 0.02
H -4.228342 1.372681 -1.759836 -0.04 -0.01 -0.01
H -2.248570 -0.081792 -1.407453 -0.07 0.04 -0.04
```
Positions in Å, forces in eV/Å.

Atom charges from the natural (NBO) analysis, given in e for atoms 1 to 2: 1.1533 -0.3256